97
Properties=species:S:1:pos:R:3 method="wB97M-V/def2-TZVPD" s2=2.0148 total_energy_ev=-155435.4506 fmax_ha_per_bohr=0.0885 de_lowest_kcal_mol=51.9 total_charge=-1 gap_ev="3.218 / 7.023" spin_multiplicity=3
C 17.037 5.791 12.151
H 14.700 16.030 12.090
H 10.145 8.208 9.601
H 9.470 11.273 15.480
H 15.949 11.928 10.176
H 8.609 17.940 7.623
H 15.698 11.692 8.404
C 17.160 6.016 13.548
Br 11.638 10.305 13.944
C 7.233 17.317 10.002
C 10.846 9.055 7.732
C 11.460 10.287 7.592
C 14.542 8.076 10.944
H 3.958 19.374 7.791
C 10.047 11.275 13.474
C 15.011 10.150 9.729
C 13.750 15.709 14.062
H 14.177 12.878 14.457
N 12.858 15.070 9.111
H 7.754 17.938 10.747
H 14.898 8.484 13.691
C 8.494 12.271 11.885
H 11.840 8.576 9.464
O 13.839 10.086 9.177
H 12.089 5.405 9.877
C 4.974 19.058 7.670
H 12.479 14.646 11.254
C 15.368 7.320 11.903
H 15.849 12.912 14.533
H 10.396 6.185 10.307
C 16.321 6.945 14.117
H 14.944 14.887 15.702
H 11.009 10.557 4.140
C 12.797 13.939 8.487
H 14.200 7.416 10.059
H 7.477 18.970 5.583
H 17.893 5.397 14.096
C 13.701 15.827 12.559
C 5.578 19.031 6.467
C 9.802 11.772 12.158
H 8.204 12.512 10.853
C 15.504 7.683 13.249
H 12.005 11.713 6.230
H 6.586 12.848 12.693
C 11.098 5.782 9.519
O 11.358 10.341 10.970
H 16.002 13.837 12.145
H 7.184 11.890 15.015
C 12.275 6.601 7.556
C 7.572 12.391 12.916
C 9.160 11.420 14.464
H 12.625 5.548 7.523
H 17.023 10.835 9.217
H 17.685 5.141 11.647
C 6.836 18.187 8.741
C 10.737 11.479 11.026
C 7.616 18.307 7.609
N 15.396 9.205 10.553
H 15.659 12.224 12.390
Ti 12.321 11.216 9.139
C 10.062 9.075 5.483
N 11.159 16.862 9.460
H 5.029 19.140 5.523
N 12.833 12.861 7.970
C 11.506 10.764 6.263
H 9.426 7.634 7.067
N 5.571 18.612 8.792
H 16.220 7.158 15.130
C 7.874 11.934 14.169
H 13.590 8.451 11.339
N 11.268 6.821 8.523
H 8.903 16.170 10.073
H 15.804 15.485 14.327
O 10.861 12.257 9.998
H 12.804 15.277 14.403
N 13.054 14.493 12.150
C 12.002 16.032 9.231
H 13.790 16.697 14.443
H 6.207 17.038 10.305
O 13.673 12.690 10.766
C 13.930 13.456 11.752
H 16.372 9.245 10.815
N 16.187 6.432 11.344
C 15.072 13.465 14.075
C 10.007 8.536 6.753
H 11.838 6.756 6.570
H 9.508 8.676 4.644
C 10.925 10.164 5.148
H 10.501 4.908 9.085
H 12.993 16.596 12.305
C 14.971 14.868 14.628
C 6.949 18.754 6.472
O 8.008 16.168 9.637
H 13.152 7.238 7.620
C 10.999 8.154 8.931
C 15.194 13.204 12.546
C 15.994 11.211 9.344